Formula: C45H102N6O7
Source: OMol25
Level of theory: ωB97M-V/def2-TZVPD

Results
max |F|	5.32	eV/A
energy relative to the best compared isomer or geometry (same formula, charge and spin)	610.6	kJ/mol

Last columns: bonded neighbours and bond lengths (Å).
CARTESIAN COORDINATES (ANGSTROEM)
1 C -11.06 44.53 -2.96  C2 1.534, H12 1.090, H13 1.090, H14 1.090
2 C -10.86 45.26 -1.62  C1 1.534, C3 1.556, N7 1.543, C11 1.554
3 C -11.13 46.73 -2.08  C2 1.556, C4 1.541, H15 1.090, H16 1.090
4 C -11.34 47.69 -0.89  C3 1.541, C5 1.567, H17 1.090, H18 1.090
5 C -12.39 47.03 0.07  C4 1.567, C6 1.558, H19 1.090, H20 1.090
6 C -12.17 45.56 0.55  C5 1.558, N7 1.499, C9 1.603, C10 1.562
7 N -11.98 44.75 -0.69  C2 1.543, C6 1.499, O8 1.348
8 O -11.97 43.41 -0.52  N7 1.348, H30 0.960
9 C -11.02 45.64 1.67  C6 1.603, H21 1.090, H22 1.090, H23 1.090
10 C -13.50 45.10 1.22  C6 1.562, H24 1.090, H25 1.090, H26 1.090
11 C -9.40 45.06 -1.14  C2 1.554, H27 1.090, H28 1.090, H29 1.090
12 H -12.10 44.63 -3.28  C1 1.090
13 H -10.89 43.46 -2.84  C1 1.090
14 H -10.43 44.73 -3.82  C1 1.090
15 H -10.42 47.05 -2.84  C3 1.090
16 H -12.07 46.84 -2.62  C3 1.090
17 H -11.74 48.67 -1.15  C4 1.090
18 H -10.37 48.03 -0.53  C4 1.090
19 H -13.35 47.04 -0.44  C5 1.090
20 H -12.49 47.71 0.92  C5 1.090
21 H -10.24 46.32 1.34  C9 1.090
22 H -11.25 45.99 2.67  C9 1.090
23 H -10.59 44.66 1.88  C9 1.090
24 H -14.40 45.44 0.71  C10 1.090
25 H -13.50 44.03 1.41  C10 1.090
26 H -13.62 45.53 2.22  C10 1.090
27 H -9.41 45.07 -0.05  C11 1.090
28 H -8.71 45.80 -1.54  C11 1.090
29 H -9.03 44.08 -1.43  C11 1.090
30 H -12.88 43.26 -0.78  O8 0.960
31 C -21.26 44.80 -6.93  C32 1.591, H42 1.090, H43 1.090, H44 1.090
32 C -20.93 44.16 -5.51  C31 1.591, C33 1.643, N37 1.503, C41 1.475
33 C -19.51 43.34 -5.66  C32 1.643, C34 1.545, H45 1.090, H46 1.090
34 C -18.20 44.17 -5.74  C33 1.545, C35 1.617, H47 1.090, H48 1.090
35 C -18.29 45.28 -4.57  C34 1.617, C36 1.539, H49 1.090, H50 1.090
36 C -19.57 46.13 -4.49  C35 1.539, N37 1.521, C39 1.568, C40 1.519
37 N -20.79 45.23 -4.47  C32 1.503, C36 1.521, O38 1.422
38 O -21.97 46.01 -4.30  N37 1.422, H60 0.960
39 C -19.49 46.76 -3.05  C36 1.568, H51 1.090, H52 1.090, H53 1.090
40 C -19.46 47.19 -5.57  C36 1.519, H54 1.090, H55 1.090, H56 1.090
41 C -21.95 43.28 -4.92  C32 1.475, H57 1.090, H58 1.090, H59 1.090
42 H -21.95 44.14 -7.46  C31 1.090
43 H -20.60 45.23 -7.69  C31 1.090
44 H -21.86 45.70 -6.81  C31 1.090
45 H -19.41 42.60 -4.86  C33 1.090
46 H -19.54 42.65 -6.50  C33 1.090
47 H -17.98 44.55 -6.73  C34 1.090
48 H -17.27 43.66 -5.51  C34 1.090
49 H -17.45 45.98 -4.57  C35 1.090
50 H -18.25 44.67 -3.67  C35 1.090
51 H -18.64 47.36 -2.74  C39 1.090
52 H -20.33 47.45 -2.95  C39 1.090
53 H -19.60 46.05 -2.24  C39 1.090
54 H -18.83 48.03 -5.27  C40 1.090
55 H -19.15 46.81 -6.54  C40 1.090
56 H -20.46 47.50 -5.87  C40 1.090
57 H -21.99 43.12 -3.84  C41 1.090
58 H -22.00 42.33 -5.45  C41 1.090
59 H -22.92 43.67 -5.26  C41 1.090
60 H -22.17 45.91 -3.37  O38 0.960
61 C -15.99 29.04 5.26  C62 1.533, H72 1.090, H73 1.090, H74 1.090
62 C -15.13 30.30 5.12  C61 1.533, C63 1.543, N67 1.520, C71 1.580
63 C -13.62 29.98 5.14  C62 1.543, C64 1.598, H75 1.090, H76 1.090
64 C -13.04 29.55 3.71  C63 1.598, C65 1.545, H77 1.090, H78 1.090
65 C -13.44 30.56 2.62  C64 1.545, C66 1.542, H79 1.090, H80 1.090
66 C -14.96 30.81 2.52  C65 1.542, N67 1.522, C69 1.576, C70 1.580
67 N -15.41 31.20 3.93  C62 1.520, C66 1.522, O68 1.388
68 O -16.68 31.76 3.96  N67 1.388, H90 0.960
69 C -15.14 32.09 1.62  C66 1.576, H81 1.090, H82 1.090, H83 1.090
70 C -15.72 29.54 1.97  C66 1.580, H84 1.090, H85 1.090, H86 1.090
71 C -15.45 31.13 6.43  C62 1.580, H87 1.090, H88 1.090, H89 1.090
72 H -15.96 28.61 6.26  C61 1.090
73 H -15.51 28.35 4.56  C61 1.090
74 H -17.04 29.04 4.98  C61 1.090
75 H -13.05 30.85 5.43  C63 1.090
76 H -13.29 29.26 5.88  C63 1.090
77 H -13.27 28.53 3.42  C64 1.090
78 H -11.95 29.63 3.73  C64 1.090
79 H -13.12 30.15 1.67  C65 1.090
80 H -12.90 31.50 2.80  C65 1.090
81 H -16.20 32.22 1.43  C69 1.090
82 H -14.67 32.90 2.19  C69 1.090
83 H -14.60 31.69 0.75  C69 1.090
84 H -16.80 29.64 2.09  C70 1.090
85 H -15.54 29.71 0.91  C70 1.090
86 H -15.54 28.58 2.47  C70 1.090
87 H -16.49 31.29 6.69  C71 1.090
88 H -15.03 32.11 6.20  C71 1.090
89 H -14.90 30.75 7.30  C71 1.090
90 H -16.49 32.63 3.60  O68 0.960
91 C -9.08 33.67 -4.97  C92 1.548, H102 1.090, H103 1.090, H104 1.090
92 C -8.17 33.91 -6.20  C91 1.548, C93 1.550, N97 1.494, C101 1.607
93 C -6.72 33.65 -5.72  C92 1.550, C94 1.501, H105 1.090, H106 1.090
94 C -5.68 33.24 -6.72  C93 1.501, C95 1.567, H107 1.090, H108 1.090
95 C -6.15 32.19 -7.78  C94 1.567, C96 1.560, H109 1.090, H110 1.090
96 C -7.58 32.42 -8.37  C95 1.560, N97 1.485, C99 1.489, C100 1.593
97 N -8.45 32.90 -7.26  C92 1.494, C96 1.485, O98 1.419
98 O -9.81 32.73 -7.62  N97 1.419, H120 0.960
99 C -7.46 33.43 -9.45  C96 1.489, H111 1.090, H112 1.090, H113 1.090
100 C -8.08 31.09 -9.10  C96 1.593, H114 1.090, H115 1.090, H116 1.090
101 C -8.31 35.41 -6.76  C92 1.607, H117 1.090, H118 1.090, H119 1.090
102 H -8.97 32.62 -4.70  C91 1.090
103 H -10.12 34.00 -5.00  C91 1.090
104 H -8.69 34.30 -4.17  C91 1.090
105 H -6.36 34.40 -5.02  C93 1.090
106 H -6.69 32.87 -4.96  C93 1.090
107 H -4.77 32.85 -6.27  C94 1.090
108 H -5.26 34.08 -7.27  C94 1.090
109 H -6.13 31.22 -7.28  C95 1.090
110 H -5.39 32.32 -8.56  C95 1.090
111 H -6.97 34.38 -9.20  C99 1.090
112 H -6.95 33.02 -10.32  C99 1.090
113 H -8.42 33.74 -9.85  C99 1.090
114 H -8.10 30.13 -8.57  C100 1.090
115 H -9.02 31.37 -9.56  C100 1.090
116 H -7.47 30.92 -9.99  C100 1.090
117 H -7.47 35.73 -7.38  C101 1.090
118 H -8.39 36.14 -5.95  C101 1.090
119 H -9.17 35.59 -7.40  C101 1.090
120 H -10.07 31.91 -7.20  O98 0.960
121 C -15.07 38.39 -2.44  O122 1.404, H123 1.090, H124 1.090, H125 1.090
122 O -15.63 39.67 -2.25  C121 1.404, H126 0.960
123 H -14.36 38.29 -1.62  C121 1.090
124 H -15.91 37.70 -2.35  C121 1.090
125 H -14.53 38.15 -3.36  C121 1.090
126 H -15.95 39.94 -3.11  O122 0.960
127 C -21.66 35.90 -0.25  C128 1.513, H133 1.090, H134 1.090, H135 1.090
128 C -22.73 35.05 0.40  C127 1.513, C129 1.586, N132 1.451, H136 1.090
129 C -23.64 35.86 1.42  C128 1.586, O130 1.505, H137 1.090, H138 1.090
130 O -24.64 34.99 2.12  C129 1.505, C131 1.436
131 C -25.72 35.68 2.77  O130 1.436, H139 1.090, H140 1.090, H141 1.090
132 N -23.50 34.33 -0.59  C128 1.451, H142 1.010, H143 1.010
133 H -21.15 35.43 -1.09  C127 1.090
134 H -20.95 36.03 0.56  C127 1.090
135 H -22.06 36.89 -0.50  C127 1.090
136 H -22.14 34.39 1.04  C128 1.090
137 H -24.08 36.66 0.82  C129 1.090
138 H -23.23 36.34 2.32  C129 1.090
139 H -26.45 35.02 3.24  C131 1.090
140 H -26.36 36.27 2.11  C131 1.090
141 H -25.38 36.35 3.55  C131 1.090
142 H -24.12 33.74 -0.06  N132 1.010
143 H -22.88 33.92 -1.27  N132 1.010
144 C -14.67 38.24 6.12  C145 1.500, H150 1.090, H151 1.090, H152 1.090
145 C -16.11 38.63 5.90  C144 1.500, C146 1.592, N149 1.469, H153 1.090
146 C -16.52 39.99 6.62  C145 1.592, O147 1.451, H154 1.090, H155 1.090
147 O -17.96 40.11 6.68  C146 1.451, C148 1.450
148 C -18.73 40.90 7.62  O147 1.450, H156 1.090, H157 1.090, H158 1.090
149 N -16.43 38.73 4.47  C145 1.469, H159 1.010, H160 1.010
150 H -14.04 38.80 5.43  C144 1.090
151 H -14.45 37.20 5.86  C144 1.090
152 H -14.44 38.44 7.16  C144 1.090
153 H -16.78 37.91 6.37  C145 1.090
154 H -16.23 40.88 6.07  C146 1.090
155 H -16.26 39.99 7.68  C146 1.090
156 H -18.50 40.60 8.64  C148 1.090
157 H -19.80 40.80 7.44  C148 1.090
158 H -18.40 41.94 7.58  C148 1.090
159 H -15.71 39.19 3.94  N149 1.010
160 H -17.33 39.10 4.21  N149 1.010



Formula: C45H103N11O13
Source: OMol25
Level of theory: ωB97M-V/def2-TZVPD

Results
max |F|	1.00	eV/A
energy relative to the best compared isomer or geometry (same formula, charge and spin)	37.3	kJ/mol

Last columns: bonded neighbours and bond lengths (Å).
CARTESIAN COORDINATES (ANGSTROEM)
1 C -1.33 0.64 7.32  C2 1.526, H20 1.084, H21 1.088, H22 1.081
2 C -0.65 -0.35 8.25  C1 1.526, C3 1.548, H23 1.086, H24 1.087
3 C 0.87 -0.14 8.45  C2 1.548, O4 1.417, H25 1.090, H26 1.086
4 O 1.44 0.91 7.68  C3 1.417, N5 1.404
5 N 1.71 0.52 6.36  O4 1.404, C6 1.460, H27 1.014
6 C 2.88 -0.35 6.26  N5 1.460, C7 1.507, H28 1.084, H29 1.090
7 C 2.47 -1.66 5.66  C6 1.507, O8 1.414, H30 1.086, H31 1.095
8 O 3.58 -2.50 5.43  C7 1.414, C9 1.431
9 C 3.21 -3.89 5.49  O8 1.431, C10 1.532, H32 1.085, H33 1.088
10 C 2.05 -4.27 4.58  C9 1.532, C11 1.547, H34 1.088, H35 1.087
11 C 0.70 -4.49 5.31  C10 1.547, C12 1.534, H36 1.087, H37 1.084
12 C -0.50 -4.05 4.46  C11 1.534, C13 1.535, H38 1.092, H39 1.083
13 C -0.88 -2.57 4.62  C12 1.535, C14 1.531, H40 1.090, H41 1.085
14 C -2.39 -2.36 4.45  C13 1.531, C15 1.538, H42 1.081, H43 1.088
15 C -2.80 -0.96 3.98  C14 1.538, C16 1.521, H44 1.083, H45 1.090
16 C -3.48 -0.95 2.62  C15 1.521, C17 1.532, H46 1.084, H47 1.087
17 C -2.54 -1.24 1.45  C16 1.532, O18 1.417, H48 1.091, H49 1.092
18 O -1.19 -1.02 1.82  C17 1.417, C19 1.418
19 C -0.24 -1.58 0.93  O18 1.418, H50 1.089, H51 1.087, H52 1.087
20 H -2.40 0.63 7.45  C1 1.084
21 H -1.14 0.34 6.29  C1 1.088
22 H -0.91 1.64 7.41  C1 1.081
23 H -0.83 -1.36 7.89  C2 1.086
24 H -1.13 -0.30 9.23  C2 1.087
25 H 1.39 -1.08 8.30  C3 1.090
26 H 1.04 0.15 9.49  C3 1.086
27 H 0.89 0.09 5.94  N5 1.014
28 H 3.34 -0.48 7.24  C6 1.084
29 H 3.61 0.11 5.60  C6 1.090
30 H 1.73 -2.13 6.30  C7 1.086
31 H 1.98 -1.44 4.70  C7 1.095
32 H 4.11 -4.44 5.24  C9 1.085
33 H 2.95 -4.10 6.53  C9 1.088
34 H 1.91 -3.56 3.77  C10 1.088
35 H 2.30 -5.22 4.10  C10 1.087
36 H 0.58 -5.56 5.46  C11 1.087
37 H 0.68 -4.00 6.28  C11 1.084
38 H -0.25 -4.22 3.42  C12 1.092
39 H -1.35 -4.68 4.70  C12 1.083
40 H -0.59 -2.24 5.62  C13 1.090
41 H -0.36 -1.96 3.89  C13 1.085
42 H -2.85 -2.54 5.41  C14 1.081
43 H -2.79 -3.13 3.80  C14 1.088
44 H -1.98 -0.25 4.01  C15 1.083
45 H -3.55 -0.59 4.68  C15 1.090
46 H -4.31 -1.65 2.62  C16 1.084
47 H -3.88 0.05 2.46  C16 1.087
48 H -2.68 -2.26 1.09  C17 1.091
49 H -2.78 -0.57 0.62  C17 1.092
50 H 0.32 -0.77 0.45  C19 1.089
51 H 0.46 -2.18 1.49  C19 1.087
52 H -0.69 -2.18 0.13  C19 1.087
53 C -1.50 5.26 7.76  O54 1.216, N55 1.347, H58 1.104
54 O -2.39 6.09 7.81  C53 1.216
55 N -0.42 5.25 8.57  C53 1.347, C56 1.451, C57 1.452
56 C 0.61 4.24 8.47  N55 1.451, H59 1.092, H60 1.092, H61 1.087
57 C -0.30 6.30 9.58  N55 1.452, H62 1.091, H63 1.091, H64 1.087
58 H -1.50 4.43 7.04  C53 1.104
59 H 0.69 3.69 9.41  C56 1.092
60 H 1.58 4.70 8.25  C56 1.092
61 H 0.37 3.53 7.68  C56 1.087
62 H -1.15 6.27 10.25  C57 1.091
63 H -0.27 7.28 9.10  C57 1.091
64 H 0.62 6.15 10.14  C57 1.087
65 C 3.63 -4.10 0.34  O66 1.218, N67 1.345, H70 1.104
66 O 2.73 -3.28 0.28  C65 1.218
67 N 4.66 -4.02 1.20  C65 1.345, C68 1.448, C69 1.456
68 C 5.70 -5.03 1.26  N67 1.448, H71 1.092, H72 1.092, H73 1.088
69 C 4.72 -2.88 2.10  N67 1.456, H74 1.089, H75 1.091, H76 1.087
70 H 3.67 -5.00 -0.30  C65 1.104
71 H 5.74 -5.48 2.25  C68 1.092
72 H 6.68 -4.58 1.04  C68 1.092
73 H 5.51 -5.80 0.52  C68 1.088
74 H 3.83 -2.85 2.72  C69 1.089
75 H 4.77 -1.95 1.53  C69 1.091
76 H 5.60 -2.96 2.74  C69 1.087
77 C 0.00 1.68 -2.05  O78 1.217, N79 1.344, H82 1.105
78 O -1.01 2.12 -2.59  C77 1.217
79 N 1.16 2.34 -1.97  C77 1.344, C80 1.448, C81 1.458
80 C 2.33 1.78 -1.33  N79 1.448, H83 1.092, H84 1.093, H85 1.089
81 C 1.23 3.68 -2.55  N79 1.458, H86 1.089, H87 1.090, H88 1.088
82 H 0.03 0.68 -1.59  C77 1.105
83 H 2.64 2.40 -0.50  C80 1.092
84 H 3.15 1.70 -2.05  C80 1.093
85 H 2.10 0.78 -0.96  C80 1.089
86 H 0.50 4.33 -2.08  C81 1.089
87 H 1.00 3.65 -3.62  C81 1.090
88 H 2.23 4.08 -2.41  C81 1.088
89 C -1.84 5.07 -5.64  O90 1.219, N91 1.343, H94 1.105
90 O -0.87 5.15 -4.90  C89 1.219
91 N -2.47 3.94 -5.97  C89 1.343, C92 1.448, C93 1.456
92 C -3.59 3.92 -6.89  N91 1.448, H95 1.092, H96 1.093, H97 1.089
93 C -2.01 2.68 -5.39  N91 1.456, H98 1.087, H99 1.091, H100 1.087
94 H -2.27 5.96 -6.13  C89 1.105
95 H -4.48 3.52 -6.39  C92 1.092
96 H -3.35 3.29 -7.74  C92 1.093
97 H -3.81 4.93 -7.24  C92 1.089
98 H -2.08 2.71 -4.31  C93 1.087
99 H -0.97 2.52 -5.67  C93 1.091
100 H -2.62 1.86 -5.78  C93 1.087
101 C -0.78 -0.05 -7.56  O102 1.217, N103 1.345, H106 1.105
102 O -1.39 0.78 -8.20  C101 1.217
103 N 0.55 -0.25 -7.62  C101 1.345, C104 1.448, C105 1.457
104 C 1.21 -1.25 -6.82  N103 1.448, H107 1.089, H108 1.092, H109 1.088
105 C 1.35 0.58 -8.51  N103 1.457, H110 1.090, H111 1.090, H112 1.087
106 H -1.28 -0.72 -6.85  C101 1.105
107 H 1.94 -0.76 -6.17  C104 1.089
108 H 1.73 -1.96 -7.46  C104 1.092
109 H 0.49 -1.78 -6.20  C104 1.088
110 H 1.23 1.63 -8.25  C105 1.090
111 H 1.01 0.45 -9.54  C105 1.090
112 H 2.40 0.31 -8.43  C105 1.087
113 C 5.58 1.40 -7.15  O114 1.216, N115 1.348, H118 1.103
114 O 4.77 1.15 -8.03  C113 1.216
115 N 5.48 0.98 -5.87  C113 1.348, C116 1.450, C117 1.451
116 C 6.47 1.32 -4.87  N115 1.450, H119 1.092, H120 1.092, H121 1.088
117 C 4.35 0.16 -5.50  N115 1.451, H122 1.091, H123 1.091, H124 1.087
118 H 6.47 2.02 -7.33  C113 1.103
119 H 6.93 0.42 -4.47  C116 1.092
120 H 6.01 1.88 -4.06  C116 1.092
121 H 7.25 1.94 -5.32  C116 1.088
122 H 4.34 -0.75 -6.10  C117 1.091
123 H 3.42 0.71 -5.69  C117 1.091
124 H 4.41 -0.10 -4.44  C117 1.087
125 C -3.69 5.84 -10.88  O126 1.221, N127 1.340, H130 1.104
126 O -4.67 6.29 -11.45  C125 1.221
127 N -2.51 6.45 -10.78  C125 1.340, C128 1.452, C129 1.453
128 C -1.38 5.85 -10.08  N127 1.452, H131 1.092, H132 1.091, H133 1.088
129 C -2.34 7.75 -11.40  N127 1.453, H134 1.090, H135 1.090, H136 1.087
130 H -3.72 4.85 -10.38  C125 1.104
131 H -1.07 6.50 -9.26  C128 1.092
132 H -0.55 5.72 -10.78  C128 1.091
133 H -1.66 4.88 -9.68  C128 1.088
134 H -3.05 8.46 -10.98  C129 1.090
135 H -2.53 7.68 -12.47  C129 1.090
136 H -1.33 8.11 -11.24  C129 1.087
137 C -4.41 -4.70 5.65  O138 1.216, N139 1.346, H142 1.104
138 O -3.44 -4.63 6.39  C137 1.216
139 N -5.03 -5.84 5.31  C137 1.346, C140 1.449, C141 1.453
140 C -6.18 -5.86 4.43  N139 1.449, H143 1.092, H144 1.092, H145 1.088
141 C -4.52 -7.09 5.85  N139 1.453, H146 1.090, H147 1.091, H148 1.087
142 H -4.86 -3.80 5.19  C137 1.104
143 H -7.04 -6.29 4.94  C140 1.092
144 H -5.96 -6.46 3.54  C140 1.092
145 H -6.42 -4.85 4.12  C140 1.088
146 H -4.55 -7.08 6.94  C141 1.090
147 H -3.48 -7.24 5.54  C141 1.091
148 H -5.13 -7.92 5.48  C141 1.087
149 C 3.01 -3.71 9.22  O150 1.219, N151 1.342, H154 1.103
150 O 2.15 -3.30 8.46  C149 1.219
151 N 2.87 -4.76 10.03  C149 1.342, C152 1.450, C153 1.455
152 C 3.94 -5.21 10.91  N151 1.450, H155 1.092, H156 1.092, H157 1.088
153 C 1.61 -5.48 10.02  N151 1.455, H158 1.090, H159 1.090, H160 1.087
154 H 4.01 -3.23 9.29  C149 1.103
155 H 4.22 -6.24 10.66  C152 1.092
156 H 3.61 -5.17 11.95  C152 1.092
157 H 4.81 -4.57 10.79  C152 1.088
158 H 1.40 -5.87 9.02  C153 1.090
159 H 0.79 -4.81 10.30  C153 1.090
160 H 1.65 -6.30 10.73  C153 1.087
161 C -3.26 4.39 -13.98  O162 1.220, N163 1.346, H166 1.099
162 O -2.08 4.17 -14.22  C161 1.220
163 N -4.29 3.75 -14.57  C161 1.346, C164 1.451, C165 1.452
164 C -5.67 4.06 -14.23  N163 1.451, H167 1.092, H168 1.092, H169 1.089
165 C -4.01 2.72 -15.56  N163 1.452, H170 1.091, H171 1.091, H172 1.087
166 H -3.59 5.14 -13.26  C161 1.099
167 H -6.17 3.18 -13.83  C164 1.092
168 H -6.20 4.41 -15.12  C164 1.092
169 H -5.69 4.85 -13.47  C164 1.089
170 H -3.41 1.93 -15.11  C165 1.091
171 H -3.45 3.15 -16.39  C165 1.091
172 H -4.94 2.31 -15.93  C165 1.087



| no. | highest occupied orbital energy (eV) |
| --- | --- |
| 1 | -7.86 |
| 2 | -8.62 |